# 1
Molecular formula: C22H22N2O3S
Method: DFT, ωB97M-V/def2-TZVPD

Output
Energy above the lowest of the compared OMol25 structures with the same formula, charge and spin in kcal/mol: 252.5
SMILES: C=Cc1c(C[C@@H]2CO2)c(S)c(-c2ccccc2)c2c1C(=O)N(CCCN)C2=O
Molecular weight in u: 394.50

Positions of all 50 atoms, in Å:
C  2.7556  -2.7965  2.5250
C  2.4169  -2.3897  1.2723
C  1.0930  -1.7268  0.8816
C  0.2779  -2.1454  -0.2936
C  0.8604  -3.3162  -1.1426
C  1.8744  -2.5052  -2.1936
C  1.8366  -3.0965  -3.7517
O  3.0120  -3.2550  -2.6697
C  -0.9866  -1.4701  -0.6585
S  -1.9212  -2.0088  -2.1269
C  -1.4927  -0.3438  0.1440
C  -2.7662  0.4613  -0.1600
C  -4.1111  -0.1213  -0.2300
C  -5.2168  0.7823  -0.5353
C  -5.0110  2.2154  -0.7230
C  -3.6752  2.8132  -0.6502
C  -2.5676  1.9055  -0.3686
C  -0.7025  0.0607  1.2950
C  0.5686  -0.6151  1.6575
C  1.1183  0.1486  2.9146
O  1.8544  -0.2126  3.7844
N  0.4663  1.4189  2.7885
C  1.2104  2.5786  2.2844
C  2.1162  2.3242  1.0181
C  1.5574  2.9229  -0.3359
N  1.2439  1.8774  -1.3534
C  -0.8837  1.2012  2.3522
O  -1.8683  1.7392  2.7602
H  1.9856  -3.0303  3.2956
H  3.8535  -2.8640  2.7411
H  3.1473  -2.5820  0.4386
H  1.5291  -3.9948  -0.5648
H  0.1094  -3.8247  -1.7847
H  1.9695  -1.3634  -2.0627
H  1.6615  -1.9892  -4.0740
H  2.6711  -3.2011  -4.4889
H  -2.7184  -3.0507  -1.7249
H  -4.2333  -1.2141  -0.0679
H  -6.2602  0.4047  -0.6369
H  -5.8597  2.9046  -0.9307
H  -3.4611  3.8940  -0.7844
H  -1.5282  2.3165  -0.3151
H  1.8328  3.0885  3.0747
H  0.4459  3.3550  1.9873
H  2.3882  1.2566  0.8222
H  3.0919  2.8585  1.2097
H  2.3708  3.5678  -0.7867
H  0.6452  3.5637  -0.2109
H  1.9401  1.1290  -1.3520
H  1.3597  2.3289  -2.2694

Cartesian forces (eV/Å) of the 6 atoms listed first:
-0.014 0.410 -1.029
-0.368 -0.217 -0.029
-1.833 0.469 -0.001
-0.462 0.470 0.975
1.065 2.571 -1.170
0.622 -4.327 -0.396

=====

# 2
Molecular formula: C22H22N2O5
Method: DFT, ωB97M-V/def2-TZVPD

Output
Energy above the lowest of the compared OMol25 structures with the same formula, charge and spin in kcal/mol: 1.7
SMILES: COC(=O)[C@]1(C)N[C@@H](c2ccc(O)cc2)[C@@H]2C(=O)N(c3ccc(C)cc3)C(=O)[C@@H]21
Molecular weight in u: 394.43

Positions of all 51 atoms, in Å:
C  -2.1281  -3.3961  1.5664
H  -2.4055  -4.4451  1.6295
H  -1.8737  -2.9986  2.5508
H  -2.9466  -2.8108  1.1427
O  -1.0018  -3.3307  0.7002
C  -0.2863  -2.2166  0.7368
O  -0.4821  -1.3124  1.5143
C  0.8384  -2.1868  -0.3123
N  2.0733  -1.6691  0.2495
H  2.2983  -2.0831  1.1466
C  2.0262  -0.2165  0.3185
C  3.3984  0.4012  0.2284
C  3.5705  1.7299  0.5922
C  4.8109  2.3302  0.4899
C  5.9007  1.6046  0.0225
C  5.7307  0.2746  -0.3483
C  4.4869  -0.3161  -0.2487
H  4.3484  -1.3460  -0.5374
H  6.5839  -0.2751  -0.7126
O  7.1412  2.1537  -0.0896
H  7.1165  3.0744  0.1974
H  4.9368  3.3667  0.7745
H  2.7239  2.2993  0.9459
H  1.5378  0.1418  1.2383
C  1.1431  0.1740  -0.8953
C  0.0178  1.1034  -0.4892
O  0.1195  2.2004  -0.0129
N  -1.1798  0.4681  -0.7778
C  -1.0297  -0.7961  -1.3063
O  -1.9289  -1.5272  -1.6304
C  0.4555  -1.1032  -1.3582
H  0.7467  -1.4328  -2.3553
C  -2.4493  1.0219  -0.4588
C  -3.4556  1.0435  -1.4126
C  -4.6906  1.5717  -1.0853
C  -4.9361  2.0877  0.1811
C  -3.9141  2.0552  1.1230
C  -2.6772  1.5223  0.8147
H  -1.8915  1.4854  1.5521
H  -4.0909  2.4469  2.1141
C  -6.2666  2.6870  0.5201
H  -6.2446  3.7625  0.3408
H  -7.0545  2.2588  -0.0947
H  -6.5082  2.5274  1.5683
H  -5.4748  1.5849  -1.8282
H  -3.2744  0.6422  -2.3974
H  1.7505  0.6468  -1.6689
C  1.0646  -3.5533  -0.9451
H  0.1702  -3.8726  -1.4716
H  1.3025  -4.2888  -0.1813
H  1.8978  -3.4896  -1.6401

Cartesian forces (eV/Å) of the 6 atoms listed first:
-0.284 0.146 0.337
0.015 0.054 -0.026
-0.059 -0.087 -0.092
0.052 -0.029 0.024
0.145 -0.258 -0.194
0.287 -0.091 0.214

=====

# 3
Molecular formula: C22H22N2O5
Method: DFT, ωB97M-V/def2-TZVPD

Output
Energy above the lowest of the compared OMol25 structures with the same formula, charge and spin in kcal/mol: 4.3
SMILES: O=C(CCCCCN1C(=O)c2ccccc2C1=O)Nc1ccc2c(c1)OCCO2
Molecular weight in u: 394.43

Positions of all 51 atoms, in Å:
O  3.7786  0.1847  -0.7050
C  2.9966  0.8645  -1.3322
N  1.7804  1.2646  -0.8603
C  1.2044  0.9422  0.3736
C  0.2568  1.8092  0.9047
C  -0.3382  1.5411  2.1272
C  -0.0088  0.3741  2.8202
C  0.9356  -0.4892  2.2812
C  1.5454  -0.2117  1.0754
H  2.2958  -0.8783  0.6866
H  1.1841  -1.3815  2.8322
O  -0.5765  0.0492  4.0276
C  -1.6805  0.8515  4.3804
C  -1.4217  2.3140  4.0225
H  -0.5270  2.6645  4.5550
O  -1.2370  2.4512  2.6309
H  -2.2744  2.9412  4.2861
H  -2.5764  0.5046  3.8496
H  -1.8204  0.7279  5.4560
H  -0.0241  2.7108  0.3832
H  1.2395  1.8979  -1.4334
C  3.2806  1.3719  -2.7341
H  4.3281  1.1595  -2.9536
H  3.1352  2.4544  -2.7557
C  2.3879  0.7204  -3.7981
C  2.6121  -0.7898  -3.9263
C  1.8303  -1.6223  -2.9090
H  2.0143  -1.2428  -1.9055
C  0.3179  -1.6151  -3.1832
N  -0.4703  -1.3171  -2.0065
C  -0.8169  -2.2741  -1.0579
O  -0.4782  -3.4277  -1.0911
C  -1.6939  -1.5684  -0.0923
C  -2.3697  -2.0344  1.0150
C  -3.2078  -1.1454  1.6807
C  -3.3533  0.1637  1.2481
C  -2.6522  0.6398  0.1449
C  -1.8246  -0.2431  -0.5154
C  -0.9940  -0.0695  -1.7296
O  -0.7884  0.9270  -2.3829
H  -2.7583  1.6597  -0.1885
H  -4.0243  0.8296  1.7711
H  -3.7620  -1.4881  2.5426
H  -2.2585  -3.0563  1.3413
H  0.0649  -0.8552  -3.9261
H  -0.0081  -2.5917  -3.5490
H  2.1963  -2.6491  -2.9310
H  3.6759  -1.0007  -3.8040
H  2.3258  -1.1124  -4.9303
H  1.3399  0.9268  -3.5751
H  2.6189  1.1931  -4.7555

Cartesian forces (eV/Å) of the 6 atoms listed first:
0.164 -0.276 0.138
0.136 0.503 -0.303
-0.174 0.234 -0.187
-0.099 -0.023 0.460
0.112 -0.098 0.162
0.131 -0.059 0.132

=====

# 4
Molecular formula: C22H22N2O5S
Method: DFT, ωB97M-V/def2-TZVPD

Output
Energy above the lowest of the compared OMol25 structures with the same formula, charge and spin in kcal/mol: 36.5
SMILES: COc1cc2c(cc1OC)[C@@H](C(=O)NCc1ccco1)[C@H](c1cccs1)N(C)C2=O
Molecular weight in u: 426.49

Positions of all 52 atoms, in Å:
C  -2.9796  4.4970  -0.3429
H  -3.9290  3.9563  -0.3955
O  -1.9846  3.8733  -1.1192
C  -1.6446  2.5783  -0.8249
C  -2.1939  1.8776  0.2365
C  -1.8200  0.5705  0.5311
C  -0.8781  -0.0708  -0.2647
C  -0.3509  0.6078  -1.3487
C  -0.6987  1.9249  -1.6435
O  -0.0483  2.4272  -2.7245
C  -0.2884  3.7343  -3.1972
H  0.3639  3.8441  -4.0635
H  -1.3273  3.8687  -3.5037
H  -0.0312  4.4878  -2.4506
H  0.3526  0.1290  -2.0120
C  -0.4980  -1.4844  0.0676
H  -1.1740  -2.1788  -0.4468
C  -0.6287  -1.7123  1.5857
N  -1.9465  -1.2972  2.0495
C  -2.4980  -0.1176  1.6545
O  -3.5044  0.3356  2.1752
C  -2.5012  -1.9641  3.2067
H  -2.8510  -2.9641  2.9484
H  -3.3446  -1.3664  3.5486
H  -1.7564  -2.0377  4.0022
C  -0.3366  -3.1442  1.8979
C  0.6217  -3.6292  2.7340
C  0.6700  -5.0402  2.7605
C  -0.2521  -5.6047  1.9421
S  -1.1918  -4.4311  1.1162
H  -0.4397  -6.6449  1.7653
H  1.3620  -5.6025  3.3608
H  1.2769  -3.0005  3.3112
H  0.1349  -1.1019  2.1029
C  0.9278  -1.8397  -0.3584
O  1.2072  -2.8561  -0.9507
N  1.8506  -0.9387  0.0557
H  1.5242  -0.0603  0.4311
C  3.2119  -0.9506  -0.4508
C  3.4375  0.2170  -1.3536
C  4.1044  1.3932  -1.1689
C  3.9007  2.1531  -2.3468
C  3.1188  1.3861  -3.1523
O  2.8345  0.2171  -2.5617
H  2.7086  1.5542  -4.1275
H  4.2835  3.1304  -2.5567
H  4.6763  1.6778  -0.3093
H  3.3258  -1.8930  -0.9941
H  3.9194  -0.9142  0.3819
H  -2.9397  2.3211  0.8761
H  -2.6730  4.5941  0.7030
H  -3.1029  5.4887  -0.7762

Cartesian forces (eV/Å) of the 6 atoms listed first:
-0.153 0.118 0.122
0.032 0.009 0.020
0.302 -0.355 -0.151
-0.058 0.075 0.012
0.002 -0.005 0.005
0.209 0.223 -0.321